Molecular formula: C25H29MoN5O3S
Method: DFT, the ωB97M-V functional and the def2-TZVPD basis

Positions of all 64 atoms, in Å:
Mo (-0.548, -0.535, -0.396)
C (-2.523, 2.821, -1.673)
C (-2.736, 2.635, -0.190)
C (-3.896, 3.104, 0.405)
C (-4.119, 2.950, 1.768)
C (-3.183, 2.313, 2.560)
C (-2.007, 1.812, 2.011)
C (-0.991, 1.159, 2.916)
C (-1.815, 1.992, 0.642)
N (-0.602, 1.458, 0.035)
C (0.293, 2.238, -0.458)
C (0.365, 3.706, -0.260)
C (1.345, 1.497, -1.245)
C (2.510, 2.187, -1.829)
N (1.093, 0.249, -1.361)
C (2.015, -0.750, -1.869)
C (1.627, -1.485, -2.990)
C (0.342, -1.236, -3.742)
C (2.504, -2.458, -3.452)
C (3.711, -2.684, -2.816)
C (4.065, -1.939, -1.702)
C (3.228, -0.952, -1.199)
C (3.663, -0.181, 0.024)
H (-3.484, 2.913, -2.176)
H (-1.999, 1.983, -2.131)
H (-1.966, 3.736, -1.890)
H (-4.635, 3.600, -0.211)
H (-5.025, 3.341, 2.213)
H (-3.353, 2.207, 3.625)
H (-0.844, 1.763, 3.811)
H (-0.017, 1.032, 2.449)
H (-1.344, 0.183, 3.252)
H (-0.477, 4.078, 0.315)
H (0.398, 4.223, -1.221)
H (1.295, 3.947, 0.264)
H (2.158, 3.039, -2.417)
H (3.100, 1.524, -2.455)
H (3.144, 2.595, -1.034)
H (-0.163, -0.313, -3.457)
H (-0.353, -2.067, -3.604)
H (0.546, -1.164, -4.810)
H (2.237, -3.030, -4.332)
H (4.386, -3.442, -3.193)
H (5.012, -2.121, -1.207)
H (4.072, -0.866, 0.766)
H (2.858, 0.367, 0.509)
H (4.458, 0.527, -0.223)
O (-1.368, -2.896, -1.214)
S (-2.648, -2.154, -1.243)
N (-2.191, -0.600, -1.160)
C (1.247, -3.112, 3.488)
N (-0.035, -2.831, 2.799)
C (-1.184, -3.505, 3.134)
C (-2.352, -3.376, 2.455)
C (-2.347, -2.474, 1.369)
O (-3.297, -2.392, 0.481)
N (-1.278, -1.715, 1.195)
C (-0.094, -1.943, 1.786)
O (0.856, -1.281, 1.276)
H (1.071, -3.117, 4.560)
H (1.950, -2.328, 3.233)
H (1.628, -4.075, 3.160)
H (-1.082, -4.193, 3.963)
H (-3.221, -3.968, 2.696)

## Properties
Relative energy (zero: lowest compared OMol25 entry of this formula, charge and spin) in kcal per mole: 1.1
Net charge: +2
Orbital gap (spin up / spin down) in eV: 6.36 / 6.37
HOMO level (spin up / spin down) in eV: -14.19 / -14.19